{"formula": "C72H168N24O24", "method": "the ωB97M-V functional and the def2-TZVPD basis", "energy_ha": -5964.2719, "max_force_ev_per_a": 6.95, "e_above_lowest_kcal_mol": 194.7, "charge": 0, "homo_energy_ha": -0.31451, "elements": ["C", "C", "O", "N", "C", "H", "H", "H", "H", "H", "H", "H", "C", "C", "O", "N", "C", "H", "H", "H", "H", "H", "H", "H", "C", "C", "O", "N", "C", "H", "H", "H", "H", "H", "H", "H", "C", "C", "O", "N", "C", "H", "H", "H", "H", "H", "H", "H", "C", "C", "O", "N", "C", "H", "H", "H", "H", "H", "H", "H", "C", "C", "O", "N", "C", "H", "H", "H", "H", "H", "H", "H", "C", "C", "O", "N", "C", "H", "H", "H", "H", "H", "H", "H", "C", "C", "O", "N", "C", "H", "H", "H", "H", "H", "H", "H", "C", "C", "O", "N", "C", "H", "H", "H", "H", "H", "H", "H", "C", "C", "O", "N", "C", "H", "H", "H", "H", "H", "H", "H", "C", "C", "O", "N", "C", "H", "H", "H", "H", "H", "H", "H", "C", "C", "O", "N", "C", "H", "H", "H", "H", "H", "H", "H", "C", "C", "O", "N", "C", "H", "H", "H", "H", "H", "H", "H", "C", "C", "O", "N", "C", "H", "H", "H", "H", "H", "H", "H", "C", "C", "O", "N", "C", "H", "H", "H", "H", "H", "H", "H", "C", "C", "O", "N", "C", "H", "H", "H", "H", "H", "H", "H", "C", "C", "O", "N", "C", "H", "H", "H", "H", "H", "H", "H", "C", "C", "O", "N", "C", "H", "H", "H", "H", "H", "H", "H", "C", "C", "O", "N", "C", "H", "H", "H", "H", "H", "H", "H", "C", "C", "O", "N", "C", "H", "H", "H", "H", "H", "H", "H", "C", "C", "O", "N", "C", "H", "H", "H", "H", "H", "H", "H", "C", "C", "O", "N", "C", "H", "H", "H", "H", "H", "H", "H", "C", "C", "O", "N", "C", "H", "H", "H", "H", "H", "H", "H", "C", "C", "O", "N", "C", "H", "H", "H", "H", "H", "H", "H"], "positions_angstrom": [[-3.68826, -5.68830, -2.42558], [-3.20674, -4.76307, -3.56320], [-4.04293, -4.07471, -4.21074], [-1.88723, -4.76956, -3.83341], [-1.28962, -3.94746, -4.89021], [-3.06197, -5.47824, -1.55856], [-3.42304, -6.67845, -2.79622], [-4.76140, -5.62362, -2.24589], [-1.40748, -5.49555, -3.32069], [-1.49797, -4.33650, -5.88688], [-0.20530, -3.88377, -4.79928], [-1.65690, -2.92966, -4.75863], [-0.34134, 8.15074, -3.20180], [-0.89008, 6.99521, -2.31214], [-0.60624, 5.86116, -2.56181], [-1.80465, 7.29347, -1.40650], [-2.28693, 6.27005, -0.50829], [0.11577, 7.73545, -4.09995], [0.49932, 8.69191, -2.76760], [-1.19093, 8.83181, -3.25148], [-2.00377, 8.26736, -1.22760], [-2.26098, 5.29853, -1.00184], [-3.33027, 6.36259, -0.20667], [-1.76601, 6.25156, 0.44899], [-7.14354, 0.98734, 5.56398], [-6.28276, -0.15116, 5.93951], [-6.11891, -0.38118, 7.11586], [-5.74945, -0.86990, 4.93783], [-4.91311, -2.02680, 5.13948], [-7.57825, 0.94801, 4.56519], [-6.62280, 1.93554, 5.69756], [-8.02201, 1.01547, 6.20864], [-5.95559, -0.69380, 3.96490], [-4.40219, -2.41553, 4.25859], [-5.52881, -2.82132, 5.56110], [-4.14819, -1.69239, 5.84029], [7.83843, -4.17459, -1.92393], [6.95408, -4.14371, -0.72811], [7.48462, -3.97586, 0.41389], [5.73781, -4.68410, -0.95233], [4.84981, -4.91809, 0.09708], [7.50373, -3.54851, -2.75103], [7.72322, -5.18077, -2.32695], [8.89975, -4.06109, -1.70298], [5.39410, -4.73842, -1.90048], [3.82808, -5.01080, -0.27110], [4.81959, -4.11259, 0.83081], [5.18198, -5.79354, 0.65507], [0.35727, 0.78858, -7.83048], [-0.05449, -0.69276, -7.62404], [-0.63342, -0.95063, -6.59407], [0.26116, -1.64382, -8.54582], [-0.00869, -3.09638, -8.42519], [1.05279, 0.91057, -7.00013], [-0.42373, 1.54809, -7.86622], [0.98151, 0.88504, -8.71881], [0.60490, -1.39544, -9.46247], [-1.08982, -3.18353, -8.53313], [0.18949, -3.60400, -7.48118], [0.48691, -3.65802, -9.21706], [7.26970, -3.83334, 4.22860], [6.42011, -2.69652, 3.80520], [5.93352, -2.01534, 4.72583], [6.42389, -2.42364, 2.52086], [5.83790, -1.11957, 2.07014], [8.27634, -3.41710, 4.18955], [7.29835, -4.58861, 3.44319], [6.92099, -4.12002, 5.22073], [6.80365, -3.04642, 1.82227], [4.75721, -1.14078, 1.92960], [6.15515, -0.87656, 1.05604], [6.10491, -0.29673, 2.73326], [3.39699, -5.52957, -3.27262], [3.77631, -4.13144, -3.41149], [4.91713, -3.82870, -3.60343], [2.72764, -3.25934, -3.44837], [2.97728, -1.87382, -3.38727], [3.78875, -6.13039, -4.09336], [2.31310, -5.64139, -3.24428], [3.78838, -6.01097, -2.37643], [1.78614, -3.62177, -3.40012], [4.01623, -1.54567, -3.35569], [2.66405, -1.43365, -2.44056], [2.37033, -1.37257, -4.14123], [-0.58699, -0.75908, 9.17874], [-1.36394, -1.99279, 8.62193], [-1.93356, -2.80352, 9.38580], [-1.45862, -2.20751, 7.30394], [-0.56646, -1.81952, 6.28204], [0.27833, -0.44942, 8.59271], [-0.23170, -1.00287, 10.17995], [-1.23319, 0.09264, 9.39113], [-2.06761, -2.98500, 7.09246], [-0.25014, -0.77738, 6.32662], [-1.15076, -2.02868, 5.38597], [0.33319, -2.43269, 6.22929], [-4.06555, -7.36811, 0.48572], [-4.06058, -6.31881, 1.55334], [-3.66352, -5.20920, 1.13784], [-4.39118, -6.49162, 2.75196], [-4.63966, -5.37150, 3.68297], [-4.06185, -8.41297, 0.79617], [-3.26207, -7.23777, -0.23922], [-4.99645, -7.15934, -0.04146], [-4.82376, -7.39536, 2.87952], [-3.64476, -4.92955, 3.62860], [-4.95825, -5.76092, 4.64990], [-5.29534, -4.68990, 3.14111], [-2.54975, 0.39413, 4.11901], [-2.72544, 1.41901, 5.22052], [-2.24799, 1.07333, 6.26050], [-3.17535, 2.64743, 5.01679], [-3.91501, 3.06148, 3.86479], [-3.33335, -0.33382, 3.90890], [-1.64604, -0.13552, 4.42049], [-2.34667, 0.86862, 3.15895], [-3.27773, 3.15183, 5.88581], [-4.55721, 2.28134, 3.45605], [-3.18397, 3.31227, 3.09617], [-4.39922, 3.99375, 4.15553], [-3.16790, 1.31445, -6.01389], [-3.65685, 0.48661, -4.83126], [-4.72356, 0.64407, -4.31255], [-2.80784, -0.38866, -4.30451], [-2.96419, -1.17551, -3.10969], [-3.65266, 2.28741, -6.09431], [-3.41547, 0.67334, -6.85992], [-2.07864, 1.33609, -5.97987], [-1.91564, -0.48518, -4.76794], [-2.05636, -1.73311, -2.87940], [-3.73859, -1.90103, -3.35877], [-3.40054, -0.67519, -2.24519], [1.04896, -8.34642, -2.25428], [0.11037, -7.29653, -1.63734], [-0.63669, -6.70396, -2.39296], [0.48552, -6.84915, -0.41001], [-0.18786, -5.78533, 0.22956], [2.09545, -8.06126, -2.36219], [0.56512, -8.62335, -3.19094], [1.14260, -9.29518, -1.72590], [1.24950, -7.30020, 0.07265], [-0.59384, -6.06428, 1.20191], [-1.02937, -5.49469, -0.39931], [0.33684, -4.84624, 0.40534], [1.35393, 6.09889, 0.72890], [1.37297, 6.22561, 2.26766], [0.93027, 7.24376, 2.77333], [2.11304, 5.41548, 3.04654], [2.47166, 5.53790, 4.50164], [1.44804, 5.04442, 0.46937], [2.18493, 6.67794, 0.32612], [0.45207, 6.50495, 0.27079], [2.73850, 4.86632, 2.47441], [1.97537, 6.45275, 4.82542], [3.55029, 5.65600, 4.60510], [2.05780, 4.66446, 5.00557], [-3.93251, -2.30476, 1.00810], [-5.48133, -2.46262, 1.02891], [-6.08746, -1.95855, 1.98787], [-6.17000, -2.94147, 0.02654], [-5.71496, -3.15243, -1.34207], [-3.53429, -2.62441, 0.04511], [-3.51741, -2.53942, 1.98826], [-3.62532, -1.27893, 0.80459], [-7.17505, -2.95631, 0.12532], [-5.89000, -2.14377, -1.71631], [-6.39103, -3.74678, -1.95671], [-4.64934, -3.37794, -1.38312], [4.99371, 2.67080, 3.21096], [4.66493, 3.71693, 2.15478], [3.63383, 3.72104, 1.48506], [5.62557, 4.64672, 1.84653], [5.41294, 5.70393, 0.79336], [4.23359, 2.68404, 3.99208], [5.90971, 2.94719, 3.73313], [5.06080, 1.64358, 2.85259], [6.51500, 4.72138, 2.31922], [6.31645, 6.31367, 0.79252], [4.47733, 6.22893, 0.98601], [5.42981, 5.19865, -0.17230], [2.54379, -3.14436, 3.43556], [1.02982, -2.87125, 3.28310], [0.59196, -1.72846, 3.33168], [0.36449, -3.92632, 2.95840], [-1.01812, -3.91525, 2.72129], [3.02753, -2.34439, 2.87509], [2.68984, -4.13794, 3.01177], [2.86329, -3.20459, 4.47594], [0.98029, -4.69110, 2.72175], [-1.31319, -4.93664, 2.96170], [-1.39797, -3.73692, 1.71531], [-1.48442, -3.17377, 3.37003], [4.56902, -0.70047, -8.38601], [4.42660, -1.62855, -7.18226], [4.44187, -2.77728, -7.38374], [4.29704, -1.11907, -5.98290], [4.60714, 0.29852, -5.68368], [5.10361, 0.21927, -8.14856], [3.51670, -0.63555, -8.66261], [5.10876, -1.13090, -9.22953], [4.15666, -1.82341, -5.27276], [5.54202, 0.79934, -5.93519], [4.83777, 0.40635, -4.62383], [3.77350, 1.00074, -5.68779], [-3.45948, 1.38705, -0.38107], [-4.88177, 1.12625, -0.35522], [-5.48345, 1.47270, 0.62282], [-5.42489, 0.66598, -1.48559], [-6.81084, 0.50250, -1.75527], [-2.92201, 0.49415, -0.06176], [-3.41617, 2.13042, 0.41494], [-3.02840, 1.71120, -1.32828], [-4.84729, 0.48234, -2.29352], [-7.19623, -0.29825, -1.12409], [-7.00250, -0.02223, -2.69123], [-7.49168, 1.35030, -1.67897], [2.81231, 0.10471, 6.07913], [1.88786, 1.16605, 5.60886], [1.57880, 2.08590, 6.30336], [1.52369, 1.00736, 4.34425], [0.66312, 2.01510, 3.66598], [3.55921, -0.05072, 5.30062], [2.26575, -0.79652, 6.35687], [3.28289, 0.45323, 6.99847], [1.90384, 0.26971, 3.76852], [0.18993, 2.65365, 4.41193], [-0.24386, 1.61880, 3.20946], [1.33018, 2.62079, 3.05258], [5.10275, 1.89078, -0.87253], [6.24008, 2.21752, -1.84027], [7.33764, 1.87139, -1.51976], [5.95347, 2.83184, -2.99001], [6.92391, 3.19473, -4.03399], [4.71398, 2.88628, -0.65818], [5.44524, 1.35962, 0.01553], [4.29538, 1.41537, -1.42951], [5.02396, 3.22352, -3.04194], [6.41794, 3.62988, -4.89581], [7.27541, 2.26452, -4.48035], [7.81323, 3.67794, -3.62937], [0.94458, 2.89633, -3.51739], [2.18771, 3.71928, -3.28356], [3.21639, 3.09750, -3.39378], [2.14193, 5.02058, -2.95331], [3.12327, 6.00548, -2.55612], [0.90382, 2.38155, -4.47730], [0.02832, 3.44590, -3.30160], [0.83561, 2.10523, -2.77551], [1.21979, 5.42274, -2.86387], [3.42944, 5.51750, -1.63078], [2.67580, 6.98530, -2.38931], [3.91490, 5.89413, -3.29708], [-3.33888, 8.26002, 2.59285], [-2.93978, 7.25715, 3.69854], [-3.55712, 7.13946, 4.74947], [-1.86692, 6.50878, 3.41797], [-1.38576, 5.52863, 4.37743], [-3.34783, 7.70268, 1.65616], [-2.48108, 8.93091, 2.63926], [-4.23881, 8.86631, 2.69604], [-1.13124, 6.88554, 2.83751], [-2.07506, 5.53390, 5.22178], [-0.41855, 5.89030, 4.72642], [-1.20008, 4.54908, 3.93684], [-6.38007, 4.65146, -0.52274], [-5.64945, 4.74016, -1.86119], [-5.68161, 5.81539, -2.48693], [-4.85571, 3.69461, -2.23548], [-3.93718, 3.66977, -3.31374], [-6.14872, 5.41106, 0.22400], [-6.27303, 3.63222, -0.15155], [-7.41667, 4.78032, -0.83413], [-4.88388, 2.86988, -1.65314], [-3.09066, 3.05320, -3.01150], [-3.61400, 4.67463, -3.58562], [-4.58069, 3.21480, -4.06672], [-0.54780, -1.78197, -0.07763], [0.10067, -0.60868, -0.75844], [-0.16525, -0.31510, -1.92942], [0.88833, 0.08058, -0.02050], [1.35183, 1.42906, -0.15933], [-1.23885, -1.60398, 0.74630], [0.16197, -2.56498, 0.18928], [-1.14283, -2.19822, -0.89050], [1.02788, -0.29748, 0.90562], [0.66721, 2.06226, -0.72364], [2.29054, 1.49929, -0.70888], [1.37490, 2.01101, 0.76203]], "forces_ev_per_a": [[1.2, 0.3, -1.2], [-2.7, 1.4, -1.3], [1.7, -1.1, 1.2], [-0.3, 0.0, 0.2], [-0.2, -0.1, 0.6], [-0.4, -0.1, 0.3], [-0.2, -0.3, 0.3], [0.3, 0.2, -0.1], [0.6, 0.3, -0.3], [-0.3, 0.2, 0.0], [0.0, -0.3, 0.3], [-0.1, -0.1, -0.5], [-0.1, -0.5, 1.4], [0.5, 2.2, -1.7], [1.2, -2.7, -0.4], [-0.8, 0.8, 1.2], [-0.9, -0.6, 0.6], [-0.9, 0.1, -0.3], [-0.1, 0.0, 0.6], [0.3, 0.2, -1.0], [-0.1, -0.2, 0.1], [0.4, 0.1, 0.1], [-0.2, 0.6, -0.5], [0.5, -0.1, -0.1], [-1.3, 1.0, -0.7], [-0.3, 0.0, 0.1], [0.6, -0.7, 0.8], [0.4, -0.4, -1.8], [0.1, 0.2, 1.2], [0.4, 0.0, -0.3], [0.1, 0.0, 0.0], [0.2, -0.1, 0.3], [-0.4, 0.3, 0.1], [-0.4, 0.5, -0.3], [0.3, -0.2, 0.2], [0.1, -0.6, 0.4], [0.2, -0.2, -1.1], [2.3, -1.3, 1.8], [-2.1, 0.1, -2.0], [0.8, 1.3, -0.5], [-1.0, -0.2, 1.7], [0.1, 0.3, 0.2], [0.1, -0.2, -0.1], [-0.3, 0.4, 0.2], [0.5, 0.2, -0.1], [0.0, -0.3, 0.0], [0.2, 0.2, 0.0], [-0.4, -0.3, 0.1], [1.2, -1.4, -0.8], [-0.4, 1.0, -0.7], [-0.5, -0.8, 1.0], [0.9, -0.5, -0.1], [-1.3, 0.6, 0.0], [-0.2, 0.5, 0.2], [-0.1, -0.5, 0.3], [-0.1, 0.2, -0.2], [0.1, 0.4, 0.4], [-0.1, -0.4, -0.2], [0.6, 0.7, 0.2], [0.0, 0.4, 0.0], [0.2, -0.3, -0.8], [0.3, 0.3, 2.9], [-0.4, 0.1, -1.5], [-1.6, 2.7, -1.5], [0.3, -0.9, -0.5], [0.2, -0.1, 0.6], [-0.2, -0.5, 0.4], [0.5, -0.4, -0.3], [0.3, -0.2, -0.1], [-0.3, -0.2, 0.6], [0.6, -0.2, 0.1], [0.1, -0.3, 0.1], [-1.0, -2.1, 0.2], [-2.2, 0.1, -0.9], [2.2, 1.1, 0.2], [1.1, -1.2, 0.4], [-1.1, 2.2, 0.8], [0.0, 0.2, -0.2], [-0.1, -0.2, 0.0], [0.1, 0.2, 0.2], [0.2, 0.3, 0.1], [0.1, -0.7, -0.8], [-0.6, -0.2, 0.3], [0.4, 0.3, -0.1], [-0.2, -0.9, 0.2], [-0.5, -0.7, 2.5], [0.8, 1.6, -0.8], [-0.4, -0.1, 0.4], [0.1, 0.1, -1.0], [-0.2, 0.1, -0.2], [0.1, -0.5, -0.1], [-0.3, 0.0, -0.7], [0.1, 0.0, 0.2], [-0.4, 0.0, -0.1], [0.5, 0.5, -0.4], [0.2, -0.2, 0.1], [-0.6, -1.0, 0.0], [3.2, 2.7, -5.6], [-0.2, 0.1, 0.4], [-2.6, -2.6, 4.3], [1.1, -0.6, -1.7], [-0.2, 0.0, 0.2], [0.0, 0.3, 0.4], [-0.1, -0.3, -0.3], [-0.1, 0.1, 0.7], [-0.2, 0.6, 1.1], [0.1, 0.4, -0.2], [-0.4, 0.2, 0.7], [0.3, 0.3, -1.2], [0.6, -1.8, -1.2], [0.6, -0.2, 2.9], [-0.7, 0.4, 0.5], [0.6, 0.6, -0.4], [-0.3, 0.3, 0.5], [-0.1, -0.1, -0.2], [0.0, 0.1, -0.2], [0.0, 0.1, -0.1], [-0.4, 0.2, 0.2], [-0.1, 0.2, -0.4], [-0.5, -0.2, -0.4], [0.1, -1.4, 0.1], [1.5, 0.6, 0.0], [-3.0, 0.7, 1.0], [2.7, 0.0, -0.4], [-1.7, -1.1, -0.5], [0.1, -0.3, 0.2], [-0.1, 0.3, -0.4], [-0.1, 0.4, -0.1], [0.1, 0.1, 0.0], [0.0, 0.5, 0.0], [0.0, -0.5, 0.2], [0.8, 0.5, 0.0], [-0.9, -1.2, 0.2], [3.2, 0.3, -0.8], [-0.8, -0.4, 0.8], [0.2, -0.6, -0.2], [-1.4, 1.1, 0.6], [-0.3, 0.7, -0.2], [0.5, 0.2, -0.2], [-0.4, 0.0, 0.5], [-0.3, -0.2, -0.2], [-0.1, -0.3, -0.1], [-0.1, -0.1, 0.1], [0.8, -0.2, -0.3], [0.0, -1.1, 0.8], [1.2, 1.9, 0.7], [-1.7, 1.0, 0.1], [0.9, -1.3, -0.7], [-1.3, 0.6, -1.8], [0.2, 0.1, -0.4], [0.2, -0.1, 0.1], [-0.1, 0.0, 0.5], [-0.3, -0.6, 0.3], [0.1, -0.1, 0.3], [-0.1, -0.2, 0.0], [0.3, 0.1, 0.3], [-1.1, 0.7, -1.5], [1.1, 2.7, 2.3], [0.4, -0.8, 0.2], [-0.7, -2.3, -1.6], [-0.3, 1.9, 0.1], [0.6, -1.6, 0.7], [0.2, -0.7, -0.6], [-0.9, 0.8, 0.7], [0.1, 0.3, 0.4], [0.7, 0.1, -1.0], [0.4, -0.6, 0.5], [-0.4, -0.4, -0.2], [0.1, 0.9, 0.6], [1.3, 0.0, -1.2], [-0.1, -0.4, 0.3], [-0.3, 0.7, -0.1], [0.6, -1.7, 0.8], [-0.3, 0.0, -0.1], [0.2, -0.2, -0.2], [0.0, 0.3, -0.4], [-0.4, -0.5, 0.2], [-0.4, 0.3, 0.3], [0.3, 0.1, -0.2], [-0.5, 0.1, -0.1], [-1.3, -0.1, 0.0], [3.3, 2.8, 0.4], [-0.5, 0.1, 0.1], [0.2, -1.7, -0.8], [-1.7, -1.0, 0.1], [0.4, -0.3, 0.2], [0.7, 0.1, -0.2], [0.0, 0.4, -0.1], [-0.9, -0.3, 0.1], [-0.8, 0.2, 0.2], [0.5, 0.2, -0.2], [0.0, -0.2, 0.1], [0.1, 0.1, 0.4], [1.5, 3.1, -2.4], [-0.5, -5.5, -0.6], [0.4, 2.8, 1.3], [-0.4, -0.1, 2.6], [-0.7, 0.3, -0.1], [0.0, 0.9, -0.4], [-0.1, -0.5, 0.4], [0.4, 0.4, 0.1], [0.0, -0.7, -1.5], [-0.3, -0.8, 0.7], [-0.2, -0.1, -0.9], [2.0, 0.1, 0.5], [-0.6, -0.1, -1.2], [-1.9, 0.1, 1.7], [-0.1, -0.2, -1.2], [-1.6, -1.8, 0.3], [0.2, 0.0, 0.0], [0.9, 0.1, -0.2], [0.0, 0.0, 0.1], [0.1, 0.3, -0.1], [-0.3, 0.3, 0.9], [0.7, 0.7, -0.6], [0.5, 0.3, 0.1], [0.5, -0.2, 0.7], [1.1, -1.3, 0.0], [-1.0, 2.0, 1.2], [-1.8, 0.9, -2.3], [0.4, -0.2, 1.1], [0.1, -0.6, 0.2], [0.1, -0.2, -0.4], [0.2, 0.0, -0.2], [-0.3, -0.1, 0.4], [0.6, 0.1, 0.4], [0.6, -0.5, -0.7], [-0.6, 0.1, -0.4], [-0.4, 1.3, -1.4], [-0.9, -0.9, 0.8], [2.9, -0.6, 0.2], [-0.5, 1.2, -0.8], [-0.2, -1.7, 0.4], [-0.4, -0.1, 0.7], [0.0, 0.1, -0.3], [0.0, -0.3, 0.2], [-0.3, -0.1, -0.4], [0.0, 0.8, 0.5], [0.4, -0.3, 0.2], [-0.3, 0.5, -0.2], [-1.6, 0.6, 0.9], [-0.7, 0.1, 0.1], [2.6, -0.7, -0.1], [-3.2, 0.7, -0.7], [0.9, -2.8, 0.2], [0.2, 0.4, -0.1], [-0.1, 0.4, -0.6], [0.7, -0.2, 0.0], [-0.6, -0.6, -0.2], [1.0, 1.1, 0.5], [0.2, -0.2, -0.3], [0.4, 1.0, 0.2], [1.1, -0.5, 0.5], [-1.9, 0.8, 0.6], [-0.2, 0.0, -0.4], [0.8, -0.9, -0.5], [0.6, 0.8, 0.3], [0.0, 0.3, -0.1], [0.0, 0.4, -0.6], [0.0, -0.5, 0.5], [-0.1, 0.2, -0.2], [0.1, -0.4, -0.2], [0.1, -0.1, 0.3], [-0.4, 0.0, 0.0], [-0.5, -1.3, -1.3], [1.3, 2.3, 0.1], [0.1, -1.5, 0.2], [-1.1, 0.6, 2.7], [-0.8, 0.0, -0.7], [0.4, -0.1, -0.4], [-0.1, 0.2, 0.5], [-0.2, 0.1, 0.4], [-0.2, 0.4, -0.2], [0.1, 0.0, -0.4], [-0.1, -0.1, 0.0], [1.1, -0.1, -1.0], [-0.6, -1.2, -1.2], [-2.2, -0.7, -2.4], [0.1, -0.1, 0.3], [2.2, 1.5, 3.7], [-0.1, 1.5, -1.2], [0.4, 0.5, 0.1], [0.2, 0.2, 0.3], [-0.2, -0.3, 0.1], [-0.1, 0.0, 0.1], [-0.4, -0.5, -0.4], [0.1, 0.0, 0.3], [0.5, -0.8, 0.4]], "lowdin_charge": [-0.017, -0.511, -0.015, 0.021, -0.045, 0.050, 0.085, 0.075, 0.057, 0.082, 0.067, 0.059, 0.022, -0.571, 0.022, 0.044, -0.058, 0.084, 0.070, 0.079, 0.148, 0.085, 0.078, 0.063, -0.009, -0.593, 0.058, 0.019, -0.084, 0.078, 0.082, 0.085, 0.107, 0.052, 0.090, 0.078, 0.001, -0.467, -0.011, 0.011, -0.090, 0.082, 0.091, 0.091, 0.080, 0.076, 0.074, 0.098, 0.013, -0.532, 0.031, 0.022, -0.052, 0.071, 0.077, 0.063, 0.129, 0.084, 0.065, 0.085, -0.003, -0.611, -0.005, 0.047, -0.045, 0.095, 0.075, 0.090, 0.064, 0.056, 0.075, 0.068, 0.003, -0.583, 0.066, 0.046, -0.095, 0.111, 0.076, 0.074, 0.127, 0.090, 0.082, 0.100, 0.019, -0.488, -0.009, 0.007, -0.106, 0.060, 0.073, 0.085, 0.137, 0.075, 0.060, 0.080, 0.009, -0.600, -0.015, 0.027, -0.001, 0.081, 0.061, 0.094, 0.151, 0.067, 0.101, 0.089, 0.010, -0.580, 0.056, 0.024, -0.075, 0.059, 0.056, 0.060, 0.150, 0.083, 0.067, 0.095, 0.021, -0.569, 0.040, 0.052, -0.066, 0.081, 0.089, 0.058, 0.099, 0.067, 0.070, 0.060, 0.007, -0.487, 0.022, 0.029, -0.082, 0.068, 0.087, 0.077, 0.146, 0.080, 0.085, 0.066, 0.026, -0.531, 0.001, 0.029, -0.012, 0.073, 0.071, 0.056, 0.044, 0.076, 0.081, 0.071, 0.006, -0.527, -0.006, 0.033, -0.043, 0.054, 0.066, 0.052, 0.150, 0.065, 0.099, 0.064, 0.037, -0.520, -0.023, 0.034, -0.026, 0.079, 0.084, 0.065, 0.129, 0.087, 0.072, 0.066, 0.038, -0.575, 0.020, 0.014, -0.091, 0.069, 0.065, 0.092, 0.126, 0.088, 0.059, 0.088, 0.011, -0.649, 0.082, 0.054, -0.069, 0.063, 0.072, 0.083, 0.087, 0.082, 0.065, 0.079, 0.001, -0.658, 0.064, 0.022, -0.072, 0.070, 0.099, 0.078, 0.072, 0.072, 0.089, 0.094, 0.008, -0.647, 0.063, 0.040, -0.036, 0.077, 0.070, 0.091, 0.106, 0.070, 0.063, 0.060, 0.012, -0.600, 0.051, 0.012, -0.056, 0.057, 0.075, 0.060, 0.064, 0.082, 0.068, 0.082, 0.020, -0.526, 0.013, 0.022, -0.037, 0.082, 0.066, 0.046, 0.071, 0.068, 0.087, 0.090, 0.014, -0.546, 0.024, 0.012, -0.055, 0.043, 0.082, 0.083, 0.086, 0.083, 0.072, 0.064, 0.014, -0.513, -0.005, 0.010, -0.067, 0.083, 0.051, 0.083, 0.075, 0.077, 0.091, 0.082, 0.012, -0.587, 0.025, 0.047, -0.036, 0.073, 0.071, 0.069, 0.130, 0.080, 0.069, 0.072]}